C6H16N2O2 | ωB97M-V with the def2-TZVPD basis set

Geometry as XYZ:
```
26
Properties=species:S:1:pos:R:3:nbo_charge:R:1
O 1.7316 1.5521 -1.1203 -0.721
O -0.4201 1.7700 0.6461 -0.747
N 0.4363 -0.6701 1.8091 -0.907
N 0.2547 -1.7176 -0.2881 -0.850
C -3.1121 0.3125 -0.8310 -0.618
C 0.3961 -0.5031 0.4160 0.248
C -0.5510 0.5416 -0.0210 0.111
C 1.8423 0.5671 -0.1301 0.094
C -2.2250 -0.0350 0.3515 -0.429
C 2.9244 -0.3898 -0.5819 -0.645
H 2.6389 -0.8509 -1.5302 0.204
H -0.5871 0.6596 -1.1033 0.184
H -3.0788 1.3851 -1.0314 0.205
H -2.2106 -1.1115 0.5303 0.203
H 1.1602 2.2490 -0.7720 0.489
H 0.1623 -1.5964 -1.2867 0.373
H 1.2015 -0.2567 2.3228 0.397
H -2.7595 -0.1961 -1.7327 0.198
H -4.1493 0.0020 -0.6821 0.206
H 2.1064 1.0219 0.8338 0.144
H -0.9596 1.6770 1.4467 0.491
H -0.1356 -1.4275 2.1548 0.395
H 3.1136 -1.1583 0.1662 0.204
H 3.8545 0.1497 -0.7660 0.218
H -2.6050 0.4233 1.2696 0.179
H 0.9709 -2.3981 -0.0699 0.376
```

Summary:
F_max: 6.3 eV Å⁻¹
Structure (SMILES): CC[C@@H](O)C(N)(N)[C@@H](C)O
DFT total energy: -13554.86048 eV
Net charge: 0